# 1
The following is a quantum chemistry calculation of C5H7NOS in the gas phase at a distorted geometry, from the Open Molecules 2025 dataset.

Calculated values
Gap between HOMO and LUMO ... 9.8 eV
Structure (SMILES) ... SCC1=NO[C@@H]2C[C@H]12
LUMO ... 0.7 eV
Charge ... 0
Relative energy (zero: lowest compared OMol25 entry of this formula, charge and spin) ... 354.9 kJ/mol

Geometry as XYZ:
```
15
Properties=species:S:1:pos:R:3:forces:R:3
S 2.9045 0.1152 -0.6600 0.0 -1.3 0.7
C 1.7266 0.7124 0.5658 -1.8 2.3 -0.1
C 0.2632 0.6709 0.1285 1.8 -0.6 -1.2
N -0.4436 1.7167 -0.1087 0.5 -1.0 0.0
O -1.5892 1.3028 -0.7728 -0.8 1.0 -0.3
C -1.6380 -0.1022 -0.8545 -1.7 1.3 -0.9
C -1.6156 -0.7537 0.4270 -1.9 -1.5 3.9
C -0.3756 -0.5942 -0.3015 2.1 -1.4 -1.8
H 3.0077 -1.1803 -0.1163 -0.1 1.4 -0.7
H 1.8377 0.2487 1.5010 0.3 -1.2 1.1
H 1.8460 1.7797 0.8466 0.6 -0.4 -0.6
H -2.2653 -0.4893 -1.6746 0.8 0.4 0.3
H -1.9844 -1.7883 0.4855 -0.1 0.7 0.0
H -1.7102 -0.1533 1.3957 -0.1 -0.9 -1.6
H 0.0362 -1.4851 -0.8619 0.4 1.3 1.2
```
Forces are in eV/Å.


# 2
The following is a quantum chemistry calculation of 10 unconnected molecules or ions with the total composition C40H110N10O10 at a distorted geometry, from the Open Molecules 2025 dataset.

Calculated values
Gap between HOMO and LUMO (spin up / spin down) ... 8.6 / 2.8 eV
Spin multiplicity ... 2
LUMO (spin up / spin down) ... -2.3 / -8.2 eV
Charge ... +1
Relative energy (zero: lowest compared OMol25 entry of this formula, charge and spin) ... 119.8 kJ/mol

Geometry as XYZ:
```
170
Properties=species:S:1:pos:R:3:forces:R:3
C -0.9330 3.8772 5.6480 -0.3 1.0 0.0
C 0.3772 4.1094 6.3685 0.3 -0.6 1.0
C 0.2985 3.5294 7.8239 -0.6 1.5 -0.3
O 1.3198 4.0413 8.6898 -1.1 -0.9 0.5
C 0.9797 3.6897 10.0623 2.0 0.4 -0.1
N 1.4742 3.4777 5.6643 0.3 -0.6 0.2
H -1.0264 4.5035 4.7608 0.2 0.1 0.0
H -1.7201 4.1959 6.3313 -0.3 -0.3 -0.2
H -1.0923 2.8616 5.2855 0.1 -0.2 0.4
H 0.7027 5.1491 6.4033 -0.7 0.3 0.3
H 0.2570 2.4407 7.7927 0.4 -0.3 0.0
H -0.6631 3.8383 8.2338 -0.2 0.1 0.1
H 0.0343 4.0846 10.4341 -0.2 -0.2 -0.5
H 1.7665 4.1076 10.6903 0.0 0.7 -0.2
H 1.1788 2.6427 10.2910 -0.9 -0.5 -0.5
H 1.2060 2.5050 5.6177 0.1 -0.5 -0.3
H 2.1750 3.4820 6.3917 1.0 -0.1 -0.2
C -3.5337 -2.4878 -4.2707 0.2 0.5 0.4
C -2.4864 -3.0658 -3.3272 0.1 1.6 1.3
C -3.0404 -3.5988 -1.9637 0.3 0.3 -2.1
O -3.6658 -2.5875 -1.1959 0.2 0.5 -1.1
C -4.2229 -3.1618 -0.0495 -0.1 -0.4 -0.4
N -1.7077 -4.0125 -4.0722 0.3 -1.5 -0.3
H -4.0504 -1.5932 -3.9231 0.0 -0.1 0.5
H -4.2990 -3.2156 -4.5401 0.3 -0.1 -0.3
H -2.9444 -2.1119 -5.1071 -0.4 -0.4 -0.5
H -1.7631 -2.2919 -3.0702 -0.4 0.8 0.4
H -2.2149 -4.0408 -1.4057 0.2 -0.3 0.3
H -3.7383 -4.3693 -2.2917 -0.3 -0.4 0.6
H -4.9456 -2.5252 0.4609 0.3 0.3 -0.1
H -3.3733 -3.4055 0.5884 -0.2 -0.4 0.7
H -4.7534 -4.0455 -0.4040 -0.1 -0.4 0.7
H -0.9046 -4.3326 -3.5500 0.0 -0.1 0.5
H -1.2401 -3.5085 -4.8121 -0.3 0.1 -0.5
C 2.0873 0.5629 -8.3555 -0.2 0.6 -0.4
C 2.2409 0.9078 -6.8578 -0.1 -1.2 -1.1
C 1.0446 1.6130 -6.2774 -0.7 0.6 -0.2
O 1.1936 1.8652 -4.8435 0.1 0.6 -1.9
C 0.1128 2.5887 -4.3182 -1.0 -0.8 0.9
N 2.4893 -0.3785 -6.2233 0.2 0.3 1.1
H 1.4256 -0.2833 -8.5403 -0.5 0.1 0.4
H 2.9938 0.2067 -8.8449 0.4 0.3 0.6
H 1.7426 1.4061 -8.9541 -0.1 0.1 0.0
H 3.1109 1.5496 -6.7192 0.0 0.0 -0.1
H 0.0915 1.1299 -6.4927 -0.1 -1.1 0.5
H 0.8505 2.4831 -6.9046 0.5 1.1 0.6
H -0.2185 3.4756 -4.8582 0.3 0.0 -0.3
H 0.2499 2.8447 -3.2676 0.9 0.3 0.0
H -0.7199 1.8965 -4.1932 -0.6 0.0 -0.6
H 1.5887 -0.8022 -6.0521 -0.5 -0.5 -0.5
H 2.7086 -0.1317 -5.2688 0.8 -0.4 0.5
C 5.0766 1.3720 -4.5047 1.1 1.0 -0.5
C 4.3174 1.5280 -3.2199 -0.1 -0.4 0.8
C 3.8257 2.9619 -2.8621 1.2 0.4 0.0
O 4.9473 3.8835 -2.8948 -1.2 0.1 0.1
C 4.5573 5.2043 -2.5214 0.8 0.5 0.1
N 3.1897 0.5824 -3.3375 0.1 1.0 0.4
H 5.3895 0.3630 -4.7734 -0.4 -0.2 0.5
H 5.9987 1.9491 -4.4358 0.0 0.2 -0.2
H 4.5059 1.7519 -5.3520 0.0 0.1 0.0
H 4.9451 1.2298 -2.3802 0.2 -0.1 0.0
H 3.3942 2.9624 -1.8611 0.2 -0.3 0.5
H 3.0024 3.3514 -3.4608 0.1 -0.2 -0.8
H 5.3762 5.9061 -2.6794 0.4 -0.4 -0.3
H 4.3711 5.3412 -1.4562 -0.4 -0.6 0.2
H 3.7438 5.6524 -3.0919 -0.4 -0.5 -0.2
H 2.6978 0.4907 -2.4601 0.1 -0.1 0.4
H 2.6011 1.2079 -3.8689 -1.0 -0.6 -0.4
C -5.8034 -5.3358 2.4094 0.3 0.8 0.0
C -5.4217 -5.1578 3.9112 -0.3 -0.1 -0.9
C -4.5445 -3.8917 4.2149 -1.4 -0.5 -1.7
O -5.1679 -2.7706 3.4996 0.2 -1.3 0.7
C -4.3910 -1.6145 3.4132 0.3 -0.2 0.3
N -6.6136 -5.1463 4.7531 0.1 0.7 0.2
H -6.4786 -6.1569 2.1683 0.1 -0.4 0.7
H -4.9148 -5.4977 1.7993 0.1 0.1 -0.1
H -6.3335 -4.4635 2.0270 0.2 0.3 0.1
H -4.8247 -6.0420 4.1342 0.2 0.0 0.4
H -3.5506 -4.1241 3.8325 0.3 0.4 -0.3
H -4.4679 -3.7407 5.2916 -0.2 0.3 0.1
H -4.1924 -1.2208 4.4100 0.1 0.3 0.1
H -4.8937 -0.8674 2.7989 -0.2 -0.1 0.1
H -3.4375 -1.8481 2.9394 0.4 0.0 -0.2
H -7.4376 -5.4196 4.2370 0.0 -0.3 -0.1
H -6.7738 -4.1669 4.9409 -0.3 0.2 0.4
C -0.0885 -0.5778 -1.9322 -0.1 -0.9 0.1
C 0.6801 0.3862 -1.0443 0.2 -0.9 0.8
C -0.1654 0.9216 0.1164 0.0 1.6 -1.0
O -0.4979 -0.0234 1.1073 0.2 -0.9 -0.2
C -1.3228 0.5214 2.0830 -1.6 0.0 1.0
N 1.8622 -0.2879 -0.3850 -1.3 0.6 -0.8
H -0.9983 -0.1862 -2.3872 -0.1 0.4 0.4
H -0.3588 -1.4445 -1.3291 -0.4 -0.2 0.1
H 0.4474 -1.0109 -2.7768 0.6 0.3 0.1
H 0.9705 1.2067 -1.7004 0.3 0.3 0.5
H -1.0751 1.3836 -0.2672 -0.3 0.0 0.0
H 0.4262 1.7069 0.5869 0.1 0.2 0.1
H -1.7202 -0.2718 2.7162 0.3 -0.3 0.0
H -2.2244 0.9906 1.6893 0.0 0.1 -0.6
H -0.9205 1.2705 2.7651 0.9 0.1 -0.2
H 1.4634 -0.6349 0.4756 0.0 -0.3 0.1
H 2.4860 0.4122 -0.0096 0.1 0.5 -0.2
C 0.6534 -5.1700 1.8511 -0.7 0.4 0.7
C 0.3573 -3.6498 2.1081 -1.3 -2.9 -0.5
C 1.7134 -2.9164 1.9524 1.6 3.1 -1.1
O 1.6187 -1.5117 2.1792 0.0 -1.7 -2.5
C 1.6007 -1.0937 3.4604 0.2 -0.2 2.8
N -0.6167 -3.1692 1.1479 3.0 0.5 1.6
H 1.4522 -5.5720 2.4744 0.5 0.4 -0.5
H 0.7501 -5.3501 0.7805 0.5 -0.1 0.2
H -0.1663 -5.7994 2.1975 -0.5 0.4 -0.1
H 0.0793 -3.4919 3.1502 -0.4 0.3 0.0
H 2.0744 -2.9660 0.9252 -0.3 -0.3 -0.2
H 2.5108 -3.3600 2.5487 -0.5 -0.3 0.6
H 1.4264 -0.0350 3.6524 -0.1 0.1 -0.9
H 2.5597 -1.3403 3.9159 0.1 -0.1 0.4
H 0.8031 -1.6443 3.9592 -0.1 0.0 0.7
H -0.3040 -3.3835 0.2118 -0.6 -0.7 -0.7
H -0.5654 -2.1626 1.2136 -1.2 1.2 -0.1
C 3.8273 -3.6279 -3.4103 0.0 -1.0 -0.5
C 2.8162 -3.1113 -2.4521 -1.2 0.4 1.2
C 1.9263 -4.1610 -1.6955 0.2 -0.3 -1.1
O 0.9283 -4.8157 -2.5202 1.0 0.8 -0.3
C 0.2724 -5.8943 -1.9272 -0.3 -0.7 0.0
N 3.5269 -2.2640 -1.4572 -0.3 -1.4 -0.5
H 4.1035 -2.8972 -4.1706 -0.1 0.1 0.1
H 3.3974 -4.4949 -3.9118 0.3 -0.1 -0.3
H 4.7256 -3.9193 -2.8660 0.0 -0.1 0.0
H 2.0585 -2.5200 -2.9663 0.0 0.2 -0.4
H 1.3230 -3.5948 -0.9859 0.3 0.2 0.7
H 2.5617 -4.9303 -1.2568 0.0 0.0 0.5
H -0.5224 -6.2253 -2.5957 0.0 0.2 -0.1
H -0.1932 -5.6695 -0.9676 -0.2 0.4 0.2
H 0.8848 -6.7770 -1.7432 0.5 0.0 -0.1
H 2.8481 -1.7272 -0.9365 -0.2 0.3 -0.1
H 3.9540 -1.5734 -2.0578 0.5 0.4 0.1
C -2.6565 4.7221 0.4513 0.2 -0.9 0.0
C -3.6027 4.3715 -0.7082 1.7 0.0 0.5
C -4.3550 3.0252 -0.7202 0.5 0.1 0.4
O -3.4654 1.9470 -1.0230 0.4 -0.2 -0.2
C -4.0712 0.6478 -1.1120 -0.7 0.6 0.7
N -4.5159 5.4550 -0.7482 -2.0 0.1 -0.5
H -2.3680 5.7714 0.3901 0.1 0.0 -0.3
H -1.7552 4.1168 0.3546 0.2 0.0 0.3
H -3.0930 4.6204 1.4449 -0.2 -0.3 0.0
H -2.9659 4.4048 -1.5923 0.2 -0.5 -0.4
H -5.1669 3.0965 -1.4439 0.0 -0.1 -0.4
H -4.8434 2.8561 0.2395 0.0 0.0 0.3
H -5.0258 0.7333 -0.5928 -0.3 -0.4 -0.1
H -3.5189 -0.1404 -0.6003 0.5 0.4 0.1
H -4.2424 0.2663 -2.1187 0.1 0.5 -0.3
H -4.0603 6.3283 -0.9714 0.1 0.0 0.0
H -5.1280 5.2258 -1.5182 -0.6 0.7 -0.2
C 2.1360 4.3376 0.6805 0.1 0.0 0.6
C 2.2808 3.6204 2.0571 0.9 -0.4 -1.3
C 3.4607 2.6379 2.1581 -0.6 -0.2 0.5
O 3.4180 1.7247 1.1030 -0.4 -0.2 -0.7
C 4.5973 0.9664 1.0238 -0.1 0.1 -0.8
N 2.4535 4.6370 3.0512 -0.2 0.8 0.3
H 1.1915 4.8751 0.7646 0.0 0.3 -0.2
H 2.1121 3.7926 -0.2632 -0.1 -0.7 0.4
H 2.9513 5.0514 0.5630 0.0 0.2 0.2
H 1.3676 3.0597 2.2566 -0.3 -0.5 -0.2
H 3.3458 2.0399 3.0621 -0.2 0.1 0.7
H 4.4646 3.0512 2.2550 -0.1 0.8 -0.3
H 5.4047 1.6669 0.8108 0.5 -0.3 0.3
H 4.4870 0.3113 0.1597 0.2 -0.1 0.0
H 4.7498 0.3534 1.9121 0.3 0.1 0.2
H 2.2897 4.2642 3.9754 0.3 -0.5 0.4
H 1.6386 5.2295 2.9800 0.0 0.7 -0.2
```
Forces are in eV/Å.


# 3
The following is a quantum chemistry calculation of 2 unconnected molecules or ions with the total composition C4H12N3S at a distorted geometry, from the Open Molecules 2025 dataset.

Calculated values
Gap between HOMO and LUMO (spin up / spin down) ... 8.0 / 8.0 eV
LUMO (spin up / spin down) ... -4.8 / -4.8 eV
Charge ... +1
Relative energy (zero: lowest compared OMol25 entry of this formula, charge and spin) ... 462.9 kJ/mol

Geometry as XYZ:
```
20
Properties=species:S:1:pos:R:3:forces:R:3
C -2.2585 -1.3710 0.0139 1.4 2.8 2.4
C 0.0661 -0.4235 0.1474 0.1 -3.3 -1.4
C 1.2833 -1.1521 -0.5012 -3.4 -1.4 1.1
C 1.1436 1.7781 0.2086 -0.1 1.4 -0.7
N 1.0915 -2.5360 -0.8365 -3.6 2.1 -4.5
N 0.6135 3.0518 -0.2415 -0.2 -2.3 2.6
N 0.0535 0.7977 0.3856 -1.1 -0.3 0.4
S -2.9291 0.0420 0.7535 -0.8 0.1 1.1
H -2.3528 -2.1939 0.6930 0.5 -0.9 -0.5
H 2.1206 -1.1006 0.0993 2.0 0.7 1.2
H 1.3440 -0.6925 -1.4181 0.9 1.7 -2.1
H 1.8790 1.4620 -0.5065 -0.1 -0.8 -0.6
H 1.6534 1.6710 1.1531 0.3 1.1 0.6
H -2.3158 -1.3237 -1.0488 0.1 -0.5 -0.5
H 0.0794 -2.6617 -1.2475 2.7 0.2 0.8
H 0.9241 3.4315 -1.0962 0.4 0.6 -0.5
H 0.3413 3.6063 0.5511 0.1 0.8 -0.6
H 1.1504 -3.1493 -0.1374 0.5 -2.8 3.7
H -0.8193 1.0607 0.8918 0.0 0.8 -0.5
H -3.0681 -0.2966 2.1365 0.4 -0.1 -1.9
```
Forces are in eV/Å.


# 4
The following is a quantum chemistry calculation of a gas-phase ion, C34H40N3 (charge +1) at a distorted geometry, from the Open Molecules 2025 dataset.

Calculated values
Gap between HOMO and LUMO ... 5.7 eV
Structure (SMILES) ... c1ccc2c(c1)C[C@H](C(c1ccc(N3CCCC3)cc1)c1ccc(N3CCCC3)cc1)C2=[N+]1CCCC1
LUMO ... -3.6 eV
Charge ... +1
Relative energy (zero: lowest compared OMol25 entry of this formula, charge and spin) ... 0.0 kJ/mol

Geometry as XYZ:
```
77
Properties=species:S:1:pos:R:3:forces:R:3
C 2.5444 -1.9121 1.8374 -0.4 -0.1 -0.1
C 2.3643 -3.1543 2.4666 -0.2 -0.1 0.0
C 1.2107 -3.9080 2.2508 0.3 0.0 0.1
C 0.2578 -3.4576 1.3218 0.6 0.7 0.3
C 0.4801 -2.2203 0.6638 -0.4 -0.5 0.1
C 1.5789 -1.4262 0.9469 0.3 -0.2 0.2
C -0.5986 -1.9365 -0.3312 0.0 -0.3 -0.5
C -1.6698 -3.0560 -0.0975 1.2 0.0 -0.4
C -2.9563 -2.4863 0.4489 -1.5 0.2 0.9
C -3.5168 -1.3832 -0.4479 0.0 -0.2 -0.3
C -4.3972 -0.4202 0.0745 0.4 -0.1 -0.4
C -4.8778 0.6097 -0.7210 0.0 -0.1 -0.3
C -4.5228 0.6710 -2.0923 0.1 -0.1 0.1
N -4.9817 1.6675 -2.8988 0.0 -0.1 0.1
C -5.9988 2.6049 -2.4779 0.2 0.4 0.3
C -6.2892 3.4622 -3.7178 -0.2 -0.3 0.0
C -5.1448 3.1841 -4.7059 0.4 0.1 0.2
C -4.4855 1.8779 -4.2389 -0.1 -0.2 -0.4
C -3.6765 -0.3256 -2.6257 0.1 -0.1 0.0
C -3.1967 -1.3438 -1.8172 -0.2 0.4 0.5
C -2.8050 -2.0365 1.9079 -0.1 -0.2 -0.6
C -3.3356 -2.8042 2.9479 0.2 0.3 0.0
C -3.1566 -2.4260 4.2741 0.2 0.2 0.1
C -2.3451 -1.3047 4.5888 0.0 -0.2 -0.1
N -2.0634 -0.9754 5.8858 0.0 0.1 -0.1
C -2.7545 -1.5456 7.0214 0.1 -0.6 0.3
C -2.2111 -0.7928 8.2482 -0.4 0.2 -0.2
C -0.9243 -0.1036 7.7826 0.3 -0.3 -0.3
C -1.0171 -0.0415 6.2458 0.1 0.6 0.1
C -1.8172 -0.5321 3.5249 -0.2 -0.1 0.0
C -2.1121 -0.8639 2.2094 0.2 -0.1 0.6
C -0.9709 -4.0408 0.8388 -0.5 -0.9 -0.5
N -1.3751 -5.2920 1.0221 0.5 1.9 -0.2
C -0.6802 -6.2093 1.9187 0.3 -0.6 0.3
C -1.4544 -7.5236 1.8707 -0.2 0.0 0.3
C -2.4505 -7.4108 0.7121 0.0 -0.1 -0.5
C -2.4637 -5.9354 0.2699 -0.8 -0.1 -0.2
H 3.4344 -1.3189 2.0496 -0.2 -0.2 -0.1
H 3.1320 -3.5396 3.1363 -0.2 0.2 -0.1
H 1.0572 -4.8359 2.7920 0.3 0.4 -0.1
H 1.6797 -0.4509 0.4666 0.1 -0.3 0.1
H -0.2292 -2.0310 -1.3696 0.1 0.1 0.5
H -0.9762 -0.9101 -0.2442 -0.1 -0.5 0.0
H -1.8813 -3.5760 -1.0435 0.1 0.0 0.2
H -3.7074 -3.2941 0.4470 0.2 0.1 0.1
H -4.6794 -0.4637 1.1243 0.1 0.1 -0.2
H -5.5060 1.3864 -0.2829 0.1 -0.3 -0.2
H -6.8921 2.0818 -2.1056 0.2 0.1 -0.1
H -5.6217 3.2275 -1.6491 -0.1 -0.1 -0.1
H -7.2471 3.1500 -4.1438 0.1 0.2 0.0
H -6.3480 4.5185 -3.4443 -0.1 -0.2 -0.2
H -5.4895 3.0948 -5.7369 0.0 0.1 0.1
H -4.3983 3.9845 -4.6555 -0.2 -0.1 -0.1
H -3.3864 1.9472 -4.2515 -0.2 0.0 0.0
H -4.7587 1.0368 -4.8975 0.0 0.1 0.1
H -3.3851 -0.2971 -3.6774 -0.2 0.0 0.4
H -2.5402 -2.0915 -2.2675 -0.2 0.3 0.1
H -3.9135 -3.7054 2.7179 0.1 0.3 0.1
H -3.6179 -3.0073 5.0710 0.2 0.1 -0.2
H -2.5325 -2.6238 7.1022 -0.1 0.2 0.0
H -3.8474 -1.4475 6.9255 0.3 0.0 0.0
H -2.0447 -1.4722 9.0848 0.0 0.1 0.0
H -2.9449 -0.0425 8.5543 0.1 -0.1 0.1
H -0.8088 0.8948 8.2087 0.0 -0.2 0.0
H -0.0513 -0.7012 8.0644 -0.1 0.1 0.0
H -1.2696 0.9815 5.9109 0.1 -0.2 0.1
H -0.0534 -0.3013 5.7776 -0.3 0.0 0.0
H -1.2049 0.3476 3.7339 -0.3 -0.3 0.0
H -1.8008 -0.1824 1.4187 0.0 -0.2 0.2
H -0.6539 -5.8112 2.9418 -0.1 0.0 -0.4
H 0.3538 -6.3634 1.5801 -0.2 0.2 0.0
H -1.9773 -7.6654 2.8184 0.0 -0.1 -0.1
H -0.7709 -8.3616 1.7305 -0.1 0.0 0.1
H -2.1262 -8.0334 -0.1295 -0.1 0.1 0.2
H -3.4558 -7.7341 1.0012 0.3 0.0 -0.1
H -2.3007 -5.8450 -0.8189 0.1 0.1 0.5
H -3.4352 -5.4607 0.4865 0.5 -0.1 0.1
```
Forces are in eV/Å.